150
Properties=species:S:1:pos:R:3:forces:R:3 method="wB97M-V/def2-TZVPD" multiplicity=1 charge=0 e_homo_ev=-8.48 gap_ev=6.8
C 2.205 -1.704 3.505 -0.62 4.65 -8.59
C 1.995 -0.979 2.299 1.84 -4.40 8.02
C 1.863 0.033 1.038 0.79 0.01 0.00
C 0.347 0.731 0.843 3.10 -4.67 -0.26
O 0.466 1.341 -0.468 -0.98 1.87 1.35
C -0.293 2.492 -0.801 -0.34 0.64 -1.82
I 0.158 2.737 -2.998 -0.12 -1.12 0.30
C -1.927 2.414 -0.819 -1.07 1.28 -0.72
C -2.680 2.874 0.562 -2.24 -6.14 4.08
O -3.183 1.940 1.386 3.10 6.12 -5.52
I -2.930 5.009 1.161 0.26 -1.62 -0.57
N 0.218 3.849 -0.271 -1.96 3.83 -5.45
C -0.034 4.841 -1.223 -1.71 -1.16 3.85
S -0.804 6.231 -1.918 2.85 -4.19 2.18
C -0.685 -0.531 0.671 -0.77 -0.82 -1.54
S -1.478 -1.193 2.219 0.26 -0.50 0.24
O -0.074 -1.713 -0.028 -1.92 1.53 0.03
C -1.059 -2.343 -0.923 0.84 -1.54 -1.14
C -0.696 -3.975 -0.959 -0.62 0.70 0.02
C 0.709 -4.309 -1.735 -0.83 -0.14 0.93
F 1.284 -5.528 -1.060 -1.01 2.45 -1.55
C -0.879 -1.739 -2.472 -1.03 0.42 1.00
O 0.474 -1.179 -2.613 -1.05 -1.49 -2.40
C 1.052 -1.428 -3.942 0.89 -0.37 -0.40
O 2.378 -2.084 -3.695 -0.85 2.81 -0.94
C 3.481 -1.149 -3.960 1.88 -0.38 0.33
C 3.432 0.247 -3.101 -0.50 1.01 -0.58
O 4.804 0.754 -2.801 -1.96 0.82 -0.40
P 0.111 1.852 2.338 -1.68 3.24 1.98
O 0.167 1.092 3.884 2.50 1.19 -0.94
O 1.442 3.030 2.408 -0.51 -2.79 -1.49
H 2.611 -2.441 4.351 -1.31 2.07 -2.47
H 2.227 -0.484 0.026 -1.09 0.81 2.38
H 2.603 0.950 1.191 -1.40 -2.07 -0.04
H -2.363 1.391 -1.256 1.18 2.11 1.47
H -2.266 3.221 -1.634 0.84 -1.63 1.95
H -1.591 -0.235 -0.049 1.92 -0.11 1.97
H -0.689 -2.307 2.626 -0.46 1.63 -1.05
H -2.171 -2.285 -0.553 2.17 0.20 -0.53
H -1.594 -4.481 -1.558 1.90 0.92 1.51
H -0.703 -4.320 0.182 0.19 0.56 -2.67
H 0.460 -4.584 -2.859 0.91 0.46 2.41
H 1.447 -3.405 -1.629 -1.23 -2.12 -0.28
H -1.641 -0.858 -2.680 1.34 -1.80 0.40
H -1.124 -2.636 -3.183 0.67 1.79 1.05
H 1.172 -0.435 -4.590 -0.13 -1.91 1.72
H 0.453 -2.177 -4.614 0.80 1.25 1.65
H 3.609 -0.987 -5.132 -0.47 0.03 2.45
H 4.479 -1.711 -3.624 -2.24 1.11 -0.60
H 2.855 0.153 -2.077 0.92 -0.16 -2.25
H 2.907 1.071 -3.786 0.91 -1.76 1.62
H 4.723 1.765 -2.828 0.21 -2.26 -0.15
H 0.992 1.351 4.427 -1.49 -0.68 -1.51
H 1.951 3.027 1.545 -0.77 0.08 1.32
C 7.206 1.704 -6.102 -0.04 -0.05 0.03
C 6.031 2.260 -5.409 -0.97 0.58 0.60
N 5.104 2.699 -4.861 1.53 -0.54 -1.00
H 7.533 2.350 -6.924 -0.21 -0.04 0.16
H 8.057 1.586 -5.424 -0.30 0.08 0.05
H 6.994 0.719 -6.530 -0.14 0.44 0.21
C 1.272 9.279 -0.629 -0.05 -0.24 0.20
C 1.598 10.548 -1.301 0.28 1.01 -0.54
N 1.856 11.550 -1.832 -0.40 -1.66 0.77
H 0.192 9.099 -0.608 0.16 0.25 -0.09
H 1.733 8.424 -1.133 -0.01 0.34 -0.10
H 1.621 9.270 0.409 -0.01 0.25 -0.21
C 3.089 9.860 -4.786 0.07 0.26 -0.17
C 2.924 8.692 -3.904 -0.11 -0.88 0.67
N 2.793 7.770 -3.207 0.22 1.43 -1.11
H 2.893 10.798 -4.256 -0.05 -0.33 0.18
H 4.105 9.922 -5.189 -0.13 -0.27 0.16
H 2.404 9.821 -5.640 0.06 -0.22 0.24
C -2.827 -7.183 1.135 0.04 -0.22 -0.03
C -3.200 -5.770 1.313 -0.29 1.15 0.16
N -3.495 -4.653 1.454 0.45 -1.73 -0.24
H -1.878 -7.286 0.599 -0.17 0.26 0.03
H -2.713 -7.695 2.096 -0.11 0.31 -0.07
H -3.583 -7.732 0.563 0.07 0.25 0.11
C -3.088 -10.330 4.044 0.09 -0.03 -0.05
C -3.704 -10.489 2.716 -0.52 -0.08 -1.18
N -4.190 -10.615 1.666 0.78 0.25 1.69
H -2.896 -11.298 4.519 -0.12 0.24 -0.36
H -2.131 -9.803 3.986 -0.18 -0.08 -0.20
H -3.732 -9.759 4.722 0.00 -0.12 -0.32
C 5.715 6.292 -1.549 -0.20 -0.03 -0.08
C 7.003 6.761 -1.011 1.17 0.40 0.50
N 8.021 7.131 -0.586 -1.70 -0.62 -0.72
H 5.042 7.127 -1.771 0.25 -0.05 0.07
H 5.846 5.727 -2.477 0.17 0.14 0.17
H 5.195 5.637 -0.841 0.27 0.15 0.01
C 7.491 -3.052 -6.386 -0.05 -0.22 0.12
C 7.817 -1.783 -7.059 0.31 1.00 -0.61
N 8.075 -0.780 -7.590 -0.34 -1.88 0.77
H 6.411 -3.232 -6.366 0.17 0.24 -0.11
H 7.952 -3.907 -6.891 0.01 0.32 -0.07
H 7.840 -3.061 -5.348 0.01 0.23 -0.23
C -0.661 5.906 -6.072 -0.05 0.26 -0.02
C -0.387 4.459 -6.036 0.24 -1.15 -0.02
N -0.171 3.316 -6.008 -0.32 1.88 -0.10
H 0.261 6.493 -6.003 -0.04 -0.33 0.03
H -1.163 6.199 -7.000 0.10 -0.30 0.09
H -1.305 6.216 -5.243 0.14 -0.30 -0.07
C -1.589 -0.276 6.293 -0.11 0.10 -0.13
C -0.961 -1.332 7.104 0.54 -0.86 0.58
N -0.464 -2.166 7.745 -0.84 1.30 -1.05
H -1.132 0.702 6.477 0.04 -0.28 0.05
H -1.495 -0.480 5.221 0.17 -0.08 0.18
H -2.658 -0.180 6.511 0.21 -0.14 0.15
C -5.447 -10.885 7.599 -0.22 0.07 0.08
C -4.125 -11.290 7.094 1.18 -0.43 -0.31
N -3.080 -11.610 6.694 -1.82 0.46 0.97
H -6.138 -11.734 7.648 0.31 0.02 -0.10
H -5.383 -10.462 8.607 0.23 -0.11 -0.21
H -5.910 -10.127 6.959 0.27 -0.14 -0.02
C -5.971 8.132 1.838 -0.24 -0.07 -0.08
C -4.683 8.600 2.376 1.14 0.41 0.47
N -3.665 8.970 2.801 -1.67 -0.66 -0.74
H -6.644 8.967 1.616 0.30 -0.01 0.12
H -5.840 7.566 0.910 0.20 0.13 0.19
H -6.491 7.477 2.546 0.28 0.15 0.01
C -0.476 -0.174 10.387 0.14 -0.14 -0.01
C -1.650 0.382 11.080 -1.01 0.53 0.64
N -2.578 0.821 11.628 1.51 -0.74 -0.94
H -0.148 0.472 9.565 -0.22 0.00 0.20
H 0.376 -0.292 11.065 -0.29 0.12 0.05
H -0.688 -1.160 9.959 -0.12 0.26 0.17
C -6.085 -6.987 -1.571 -0.21 0.05 0.10
C -4.763 -7.391 -2.076 1.11 -0.35 -0.47
N -3.718 -7.711 -2.476 -1.67 0.57 0.68
H -6.776 -7.835 -1.522 0.31 0.02 -0.07
H -6.021 -6.564 -0.563 0.16 -0.07 -0.15
H -6.548 -6.228 -2.211 0.28 -0.14 0.01
C -6.445 -3.094 3.246 0.14 0.21 0.14
C -7.051 -4.176 2.453 -0.48 -0.97 -0.68
N -7.531 -5.031 1.826 0.81 1.42 0.99
H -5.569 -3.443 3.803 -0.21 -0.21 -0.23
H -6.115 -2.263 2.613 -0.12 -0.30 -0.10
H -7.150 -2.683 3.977 -0.05 -0.25 -0.21
C 6.555 5.153 -7.883 0.09 -0.24 -0.04
C 6.182 6.566 -7.705 -0.34 1.28 0.18
N 5.887 7.682 -7.565 0.46 -1.89 -0.22
H 7.505 5.049 -8.419 -0.16 0.27 0.07
H 6.669 4.640 -6.922 -0.13 0.33 -0.05
H 5.799 4.604 -8.455 0.01 0.29 0.11
C -3.993 -3.078 7.535 0.08 0.13 0.19
C -4.599 -4.160 6.742 -0.53 -0.93 -0.69
N -5.079 -5.015 6.115 0.79 1.42 1.02
H -3.117 -3.427 8.092 -0.17 -0.11 -0.23
H -3.663 -2.248 6.901 -0.15 -0.33 -0.07
H -4.698 -2.668 8.265 -0.04 -0.22 -0.21


151
Properties=species:S:1:pos:R:3:forces:R:3 method="wB97M-V/def2-TZVPD" relative_energy_kcal_mol=123.9 smiles="C=CC[C@@]1(S)[C@@](CCF)(/C(I)=C(/C)I)[C@@](C=C)(CCCCCCCOC)OS(=O)(=O)[C@]1(F)CCCCC.O=C1OCCO1.O=C1OCCO1.O=C1OCCO1.O=C1OCCO1.O=C1OCCO1.O=C1OCCO1.O=C1OCCO1" multiplicity=1 charge=0 e_homo_ev=-7.14 gap_ev=6.7
C 3.241 -6.569 1.380 -2.10 0.32 0.26
C 2.195 -5.879 2.024 1.31 -0.19 0.34
C 0.773 -5.581 1.450 0.53 -2.00 0.05
C 0.538 -4.083 0.848 0.35 -2.27 -0.78
S 1.847 -4.138 -0.519 0.13 0.87 -0.26
C -0.973 -3.961 0.194 0.21 2.18 1.11
C -1.174 -4.755 -1.150 -0.01 -1.36 0.02
C -1.061 -4.305 -2.623 -0.19 0.28 -2.08
F 0.248 -4.038 -3.144 -1.15 -0.36 0.94
C -2.052 -4.441 1.301 -0.94 -3.20 -0.01
I -3.026 -3.190 2.828 0.67 -0.25 -0.94
C -2.514 -5.768 1.477 -0.24 2.38 0.73
C -3.611 -6.166 2.570 0.12 -0.53 -0.29
I -1.874 -7.523 0.419 -0.50 0.23 0.44
C -1.277 -2.398 -0.157 -1.70 2.11 -2.29
C -0.385 -1.734 -1.261 0.53 -0.58 -1.33
C 0.881 -1.087 -1.190 -0.90 0.97 1.45
C -2.798 -2.206 -0.673 -0.42 0.99 0.30
C -3.068 -0.695 -1.162 -1.64 -0.56 -0.49
C -3.278 -0.586 -2.759 1.97 1.23 0.11
C -2.193 0.458 -3.349 1.00 -0.75 -0.14
C -1.401 -0.147 -4.611 -1.20 1.15 -0.43
C -0.069 0.643 -4.953 0.18 -0.78 -0.14
C 1.257 -0.022 -4.397 0.71 1.22 -0.81
O 1.222 -1.451 -4.372 0.46 0.62 0.38
C 2.526 -2.009 -4.227 0.67 -0.77 -0.04
O -1.238 -1.444 0.935 1.21 -0.73 1.98
S -0.032 -1.415 1.988 1.07 6.35 4.47
O 0.869 -0.224 1.743 -1.61 -3.48 -1.31
O -0.495 -1.139 3.402 -0.09 -2.20 -3.64
C 0.853 -3.049 1.997 0.47 -1.57 1.07
F 0.309 -3.681 3.179 0.30 0.81 -1.41
C 2.307 -2.694 2.430 1.03 1.54 0.84
C 3.323 -2.046 1.414 1.11 0.60 -0.05
C 4.044 -0.719 1.965 0.14 -0.90 -0.33
C 4.682 -0.895 3.406 -0.33 1.53 -0.63
C 5.624 0.391 3.648 -0.49 -0.16 -0.61
H 2.978 -7.592 0.962 0.37 1.85 -0.95
H 4.275 -6.130 1.240 -0.89 -1.24 1.49
H 2.397 -5.569 3.099 0.01 0.95 -1.77
H 0.731 -6.249 0.527 -0.34 0.74 1.29
H 0.013 -5.904 2.203 0.41 0.62 -0.78
H 1.648 -5.312 -1.231 -0.37 0.74 1.11
H -0.453 -5.635 -1.121 -1.36 0.92 0.13
H -2.257 -5.114 -1.102 1.57 0.15 -0.13
H -1.415 -5.184 -3.261 0.43 0.83 1.09
H -1.692 -3.444 -2.990 0.68 -0.82 0.89
H -3.223 -5.996 3.625 -0.52 0.08 -1.39
H -3.882 -7.257 2.527 0.55 1.03 -0.27
H -4.589 -5.613 2.391 1.41 -0.42 0.33
H -0.835 -1.681 -2.311 1.24 -2.13 0.95
H 0.914 -0.028 -0.781 0.45 -2.04 1.34
H 1.875 -1.538 -1.464 -1.48 0.95 -1.82
H -3.555 -2.374 0.140 1.12 -0.21 -0.58
H -3.081 -2.891 -1.513 0.55 0.49 0.81
H -2.320 0.042 -0.765 -0.53 -0.86 -0.56
H -4.074 -0.370 -0.733 1.32 -0.48 -0.20
H -4.286 -0.174 -3.035 0.81 -0.84 0.39
H -3.052 -1.573 -3.277 -0.70 1.07 0.72
H -1.384 0.678 -2.579 -1.14 -0.29 -0.67
H -2.664 1.454 -3.588 0.52 -1.13 0.09
H -1.260 -1.268 -4.530 0.14 1.31 0.05
H -2.104 0.018 -5.495 0.87 -0.43 0.91
H 0.043 0.700 -6.078 -0.21 -0.12 1.18
H -0.104 1.714 -4.589 -0.06 -1.25 -0.35
H 1.543 0.459 -3.409 -0.37 -0.94 -0.72
H 2.095 0.269 -5.120 -0.90 -0.14 0.87
H 3.083 -1.664 -3.305 -0.74 -0.11 -0.79
H 3.200 -1.773 -5.114 -0.87 -0.16 0.83
H 2.418 -3.134 -4.144 -0.02 1.39 -0.16
H 2.868 -3.505 2.991 -1.36 0.52 -1.03
H 2.174 -1.901 3.244 -0.18 -1.05 -1.02
H 2.922 -1.771 0.401 0.07 -0.49 1.09
H 4.173 -2.787 1.253 -1.15 0.76 -0.02
H 3.360 0.176 1.968 0.48 -1.04 0.05
H 4.854 -0.488 1.197 -0.82 -0.26 1.06
H 5.231 -1.871 3.511 -0.52 0.97 -0.08
H 3.834 -0.824 4.151 0.99 -0.46 -0.64
H 6.684 0.064 3.843 -1.10 0.62 -0.05
H 5.199 1.025 4.478 0.75 -0.74 -0.65
H 5.601 1.057 2.708 0.23 -1.11 1.42
C 4.367 4.087 0.854 -0.74 0.05 0.22
C 5.340 5.018 0.191 -0.12 0.66 -0.30
O 6.596 4.413 0.464 -0.10 -0.41 0.14
C 6.370 3.092 0.691 0.63 -0.71 0.06
O 7.230 2.269 0.785 -0.60 0.50 -0.05
O 5.035 2.830 0.795 0.58 0.24 -0.13
H 3.411 4.043 0.332 0.09 -0.21 0.04
H 4.188 4.342 1.902 0.04 -0.01 -0.05
H 5.200 5.068 -0.892 0.00 -0.04 0.05
H 5.297 6.028 0.600 0.20 -0.09 0.00
C -1.538 3.504 0.105 0.75 -0.04 0.34
C -2.817 3.879 0.790 -0.08 0.16 0.84
O -3.707 4.111 -0.299 0.19 -0.23 -0.53
C -3.230 3.414 -1.362 -0.16 -0.08 -0.31
O -3.826 3.256 -2.385 0.06 0.06 0.26
O -1.991 2.917 -1.113 -0.56 0.20 -0.10
H -0.946 2.794 0.683 -0.05 -0.08 -0.20
H -0.918 4.374 -0.131 -0.07 -0.03 -0.03
H -3.216 3.067 1.404 0.03 0.03 -0.06
H -2.716 4.771 1.406 -0.17 -0.02 -0.11
C -6.681 2.184 -4.197 0.39 -0.07 0.76
C -6.134 2.611 -5.526 0.68 0.18 -0.18
O -7.209 2.327 -6.417 -0.32 -0.05 0.24
C -8.354 2.326 -5.682 -0.66 -0.02 -0.21
O -9.451 2.286 -6.147 0.42 0.02 0.16
O -8.084 2.378 -4.351 -0.04 0.02 -0.52
H -6.293 2.784 -3.374 -0.16 -0.04 -0.03
H -6.492 1.127 -3.986 -0.02 0.03 -0.06
H -5.916 3.682 -5.565 -0.04 -0.05 0.03
H -5.239 2.057 -5.808 -0.15 0.00 -0.13
C -1.162 3.224 -8.667 -0.66 0.04 -0.28
C 0.160 2.922 -9.311 0.17 -0.21 -0.67
O 1.097 3.372 -8.338 -0.27 0.02 0.34
C 0.467 3.355 -7.134 0.48 0.15 0.88
O 1.017 3.516 -6.084 -0.35 -0.05 -0.69
O -0.866 3.133 -7.277 0.43 0.04 0.00
H -1.936 2.509 -8.946 0.03 0.02 0.22
H -1.515 4.235 -8.887 0.05 -0.04 0.02
H 0.310 1.852 -9.479 -0.02 0.05 0.05
H 0.295 3.451 -10.255 0.16 0.03 0.15
C -3.743 7.656 3.766 -0.91 0.27 0.29
C -2.774 8.587 3.098 -0.14 0.60 -0.30
O -1.513 7.990 3.386 -0.04 -0.48 0.05
C -1.735 6.671 3.626 0.31 -0.30 0.19
O -0.873 5.852 3.734 -0.28 0.27 -0.12
O -3.063 6.404 3.724 0.61 0.04 -0.18
H -4.697 7.600 3.240 0.13 -0.23 -0.03
H -3.928 7.922 4.809 0.08 -0.07 -0.17
H -2.909 8.624 2.013 0.05 -0.02 0.04
H -2.826 9.600 3.496 0.20 -0.10 0.03
C -1.017 8.044 8.851 0.37 -0.17 0.62
C -0.474 8.477 7.520 0.76 0.17 -0.18
O -1.551 8.195 6.633 -0.45 -0.04 0.23
C -2.691 8.190 7.370 -0.43 -0.04 -0.07
O -3.789 8.149 6.905 0.35 0.07 0.27
O -2.420 8.237 8.699 -0.10 0.04 -0.52
H -0.629 8.641 9.675 -0.23 -0.01 -0.02
H -0.826 6.987 9.057 -0.04 0.05 -0.05
H -0.258 9.549 7.485 -0.06 -0.05 0.00
H 0.421 7.926 7.234 -0.18 -0.01 -0.17
C 6.251 -9.557 4.348 0.67 -0.03 0.25
C 4.958 -9.173 5.006 -0.16 0.17 0.68
O 4.100 -8.925 3.898 0.23 -0.21 -0.29
C 4.594 -9.621 2.841 -0.37 -0.05 -0.59
O 4.024 -9.765 1.804 0.22 0.03 0.37
O 5.823 -10.132 3.118 -0.38 0.14 0.00
H 6.822 -10.276 4.935 -0.04 -0.06 -0.21
H 6.885 -8.692 4.132 -0.06 -0.02 0.00
H 4.536 -9.983 5.606 0.03 0.02 -0.06
H 5.054 -8.284 5.629 -0.16 0.01 -0.16